[1]
{"formula": "CH2N2O3", "method": "ωB97M-V/def2-TZVPD", "symbols": ["O", "N", "O", "N", "C", "O", "H", "H"], "xyz": [[-2.009, 0.514, 0.635], [-1.351, -0.283, 0.038], [-1.515, -1.463, -0.069], [-0.291, 0.237, -0.768], [1.326, 0.167, 0.034], [0.458, 1.239, -0.089], [1.252, -0.477, 0.895], [2.129, 0.065, -0.675]], "forces_ev_per_a": [[-0.5, 0.5, 0.5], [0.4, 0.2, 0.8], [-0.3, -0.7, -0.2], [4.5, -0.6, -0.1], [-4.3, -0.4, -2.0], [0.0, 0.8, 0.8], [0.0, 0.1, 0.3], [0.2, 0.1, -0.2]], "energy_ev": -10184.5183, "max_force_ha_per_bohr": 0.092, "relative_energy_kj_mol": 538.2, "smiles": "O=[N+]([O-])N1CO1", "spin_multiplicity": 1, "homo_lumo_gap_ha": [0.3698, 0.3698]}



[2]
{"formula": "C8H14NO", "method": "ωB97M-V/def2-TZVPD", "symbols": ["C", "C", "C", "C", "C", "C", "C", "C", "N", "O", "H", "H", "H", "H", "H", "H", "H", "H", "H", "H", "H", "H", "H", "H"], "xyz": [[1.852, -1.616, -0.616], [0.770, -0.844, -0.644], [-0.248, -0.444, -1.676], [-1.077, 0.758, -1.349], [1.790, -1.835, 0.940], [0.652, 0.404, 1.661], [-1.562, 2.798, -0.331], [0.544, -0.885, 0.883], [-1.103, -1.566, -1.970], [-0.665, 1.680, -0.604], [0.197, -0.217, -2.665], [-1.976, 0.787, -1.953], [2.531, -1.717, -1.429], [1.550, -2.896, 1.239], [2.542, -1.412, 1.621], [1.025, 1.247, 0.952], [1.316, 0.388, 2.511], [-0.447, 0.750, 2.048], [-2.577, 2.616, -0.733], [-1.203, 3.768, -0.822], [-1.585, 2.857, 0.656], [-0.383, -1.279, 1.337], [-1.399, -2.003, -1.135], [-1.848, -1.467, -2.661]], "forces_ev_per_a": [[0.1, 1.2, 1.1], [-1.4, -0.4, 1.5], [0.4, 0.1, -0.7], [1.9, -0.3, -0.7], [-0.5, -0.3, -0.7], [-1.6, 3.3, -0.9], [-0.6, 1.6, -4.8], [-0.6, -0.6, 0.6], [-0.3, -0.1, -0.5], [-1.1, -0.5, -0.9], [0.3, 0.6, 0.3], [-0.7, 0.6, 0.5], [0.7, -1.0, -0.3], [0.3, 1.1, -0.4], [0.2, -0.4, -0.6], [-0.4, -1.3, 1.5], [0.1, -0.2, 0.3], [2.7, -0.7, -0.8], [0.6, -0.3, 0.2], [0.0, -1.6, 0.8], [0.0, 0.5, 4.4], [0.2, -0.8, -0.9], [-0.6, -0.7, 0.7], [0.4, 0.1, 0.3]], "energy_ev": -12049.4581, "max_force_ha_per_bohr": 0.100, "relative_energy_kj_mol": 465.9, "spin_multiplicity": 1, "homo_lumo_gap_ha": 0.2777, "total_charge": 1}



[3]
{"formula": "C2HCl2FO", "method": "ωB97M-V/def2-TZVPD", "symbols": ["O", "C", "C", "F", "Cl", "Cl", "H"], "xyz": [[1.888, -1.319, -0.400], [0.760, -1.212, -0.281], [-0.072, -0.027, 0.223], [-0.142, -0.223, 1.587], [-1.793, -0.210, -0.396], [0.735, 1.504, -0.209], [0.032, -2.003, -0.450]], "forces_ev_per_a": [[4.9, 0.3, -0.4], [-5.3, -0.5, 0.3], [-0.3, 0.8, 0.5], [0.1, 0.6, -0.9], [1.5, 0.5, 0.3], [-0.8, -0.6, 0.5], [-0.1, -0.9, -0.2]], "energy_ev": -31898.9136, "max_force_ha_per_bohr": 0.103, "relative_energy_kj_mol": 20.5, "smiles": "O=CC(F)(Cl)Cl", "spin_multiplicity": 1, "homo_lumo_gap_ha": 0.4075}